1.
# C21H45BNO34S8

A cluster of 9 separate species, C21H45BNO34S8 in total at a distorted geometry (the ωB97M-V functional and the def2-TZVPD basis, the OMol25 dataset).

For the total energy, the calculation gives -6650.3071 Eh. The HOMO energy comes out at -0.157 Ha. The value obtained for the largest force on an atom is 2.13 eV/A.

```
! RIJCOSX wB97M-V def2-TZVPD def2/J DEFGRID3
* xyz -1 1
N -3.546 0.381 -3.028
C -2.545 -0.293 -3.870
C -1.350 0.605 -4.232
C -0.040 -0.181 -4.470
C 1.192 0.685 -4.173
C 1.825 1.378 -5.458
O 3.196 1.264 -5.217
B 3.456 0.741 -3.842
O 2.210 -0.085 -3.622
H -3.680 -0.120 -2.161
H -3.220 1.313 -2.803
H -2.142 -1.175 -3.361
H -2.997 -0.642 -4.807
H -1.553 1.199 -5.129
H -1.194 1.300 -3.398
H 0.023 -1.044 -3.803
H -0.042 -0.494 -5.519
H 0.947 1.557 -3.533
H 1.565 2.447 -5.424
H 1.460 0.814 -6.329
H 3.469 1.589 -2.937
H 4.442 0.013 -3.939
C 4.757 -0.789 -7.167
C 5.705 0.364 -6.980
O 6.968 -0.130 -7.497
S 6.687 -1.126 -8.695
O 6.821 -0.440 -9.939
O 7.406 -2.332 -8.463
O 5.136 -1.373 -8.438
H 4.888 -1.541 -6.388
H 3.720 -0.471 -7.191
H 5.800 0.655 -5.940
H 5.406 1.228 -7.574
C -6.822 -1.766 -0.192
C -6.641 -1.986 1.296
O -5.260 -1.675 1.530
S -4.791 -0.521 0.530
O -4.857 0.732 1.199
O -3.609 -0.949 -0.120
O -6.023 -0.610 -0.478
H -6.435 -2.604 -0.774
H -7.856 -1.580 -0.468
H -6.851 -3.006 1.602
H -7.253 -1.296 1.881
C 9.175 0.838 -2.354
C 10.405 0.886 -3.237
O 10.162 -0.103 -4.239
S 8.580 -0.170 -4.555
O 8.304 0.612 -5.706
O 8.176 -1.519 -4.441
O 8.089 0.636 -3.269
H 9.209 -0.005 -1.675
H 9.028 1.758 -1.798
H 11.321 0.657 -2.697
H 10.508 1.857 -3.729
C -5.431 4.617 2.959
C -6.064 4.191 1.654
O -7.454 4.010 1.984
S -7.879 5.049 3.108
O -8.509 6.173 2.514
O -8.513 4.330 4.160
O -6.413 5.476 3.568
H -5.263 3.765 3.619
H -4.498 5.155 2.819
H -5.645 3.267 1.264
H -5.992 4.973 0.896
C 9.621 -5.377 -1.119
C 8.257 -6.012 -1.301
O 7.465 -4.986 -1.895
S 8.382 -4.068 -2.851
O 8.254 -4.529 -4.183
O 8.196 -2.718 -2.487
O 9.807 -4.581 -2.287
H 9.643 -4.721 -0.245
H 10.418 -6.114 -1.041
H 7.811 -6.329 -0.362
H 8.301 -6.859 -1.989
C -10.577 2.909 7.321
C -9.077 2.906 7.128
O -8.601 1.941 8.088
S -9.676 0.785 8.263
O -9.317 -0.322 7.449
O -9.959 0.633 9.648
O -10.904 1.530 7.568
H -10.869 3.491 8.197
H -11.110 3.274 6.449
H -8.625 3.875 7.314
H -8.802 2.564 6.130
C -12.543 -1.998 8.273
C -12.886 -1.144 9.464
O -14.216 -0.672 9.198
S -15.021 -1.788 8.379
O -15.817 -2.549 9.275
O -15.585 -1.175 7.231
O -13.764 -2.681 7.947
H -12.252 -1.389 7.414
H -11.758 -2.716 8.489
H -12.201 -0.311 9.590
H -12.911 -1.733 10.383
C 11.915 0.145 2.842
C 13.005 0.418 1.825
O 12.369 0.188 0.562
S 10.826 0.606 0.649
O 10.675 1.915 0.124
O 10.052 -0.494 0.206
O 10.728 0.677 2.244
H 11.773 -0.926 2.999
H 12.100 0.630 3.797
H 13.862 -0.240 1.937
H 13.336 1.458 1.861
*
```

2.
# C4H7ClNO

The ion C4H7ClNO with charge +1 at a distorted geometry (the ωB97M-V functional and the def2-TZVPD basis, the OMol25 dataset).

For the total energy, the calculation gives -746.3770 Eh. The HOMO energy (spin up / spin down) comes out at -0.468 / -0.469 Ha. The value obtained for the largest force on an atom is 5.49 eV/A. For the energy above the lowest of the compared OMol25 structures with the same formula, charge and spin, the calculation gives 83.6 kcal/mol.

```
! RIJCOSX wB97M-V def2-TZVPD def2/J DEFGRID3
* xyz 1 1
C -1.233 -0.837 0.848
C -0.583 -1.636 0.000
C -0.726 0.559 0.958
C 1.041 0.044 -0.627
N 0.016 1.035 -0.206
O 1.396 0.045 -1.932
Cl -0.603 -3.142 -0.701
H -1.950 -1.012 1.510
H -1.497 1.425 1.227
H -0.021 0.643 1.828
H 1.722 -0.324 0.056
H -0.614 1.347 -0.908
H 0.646 1.809 0.098
H 2.407 0.045 -2.150
*
```

3.
# C4H11NO

A cluster of 2 separate species, C4H11NO in total at a distorted geometry (the ωB97M-V functional and the def2-TZVPD basis, the OMol25 dataset).

For the total energy, the calculation gives -288.9678 Eh. The HOMO energy comes out at -0.310 Ha. The value obtained for the largest force on an atom is 1.47 eV/A. The SMILES is CC/C=C/N.O. For the energy above the lowest of the compared OMol25 structures with the same formula, charge and spin, the calculation gives 30.9 kcal/mol.

```
! RIJCOSX wB97M-V def2-TZVPD def2/J DEFGRID3
* xyz 0 1
C 3.096 -0.395 0.203
C 1.803 -0.117 1.013
C 0.601 -0.255 0.141
C -0.259 0.723 -0.124
N -1.199 0.627 -1.191
H 3.148 0.157 -0.730
H 3.086 -1.456 -0.056
H 3.939 -0.154 0.850
H 1.900 -0.657 1.957
H 1.880 0.901 1.403
H 0.337 -1.266 -0.180
H -0.295 1.659 0.416
H -1.472 1.464 -1.654
H -0.949 -0.094 -1.843
H -2.647 -0.170 -0.219
H -3.693 -1.292 -0.264
O -3.531 -0.435 0.128
*
```

4.
# C5H11N2O

The ion C5H11N2O with charge +1 at a distorted geometry (the ωB97M-V functional and the def2-TZVPD basis, the OMol25 dataset).

For the total energy, the calculation gives -381.5107 Eh. The HOMO energy comes out at -0.497 Ha. The value obtained for the largest force on an atom is 3.62 eV/A. The SMILES is C=C=[N+](CO)CCN. For the energy above the lowest of the compared OMol25 structures with the same formula, charge and spin, the calculation gives 96.2 kcal/mol.

```
! RIJCOSX wB97M-V def2-TZVPD def2/J DEFGRID3
* xyz 1 1
C 0.408 0.463 1.455
C 0.903 1.264 2.313
C -1.309 -0.161 -0.010
C -1.365 0.315 -1.413
C 0.913 -1.394 0.150
N 0.038 -0.253 0.525
N -0.324 1.249 -1.709
O 1.945 -1.652 0.954
H 1.279 2.232 2.003
H 0.631 0.948 3.361
H -1.988 0.532 0.659
H -1.609 -1.278 -0.011
H -1.328 -0.531 -2.160
H -2.364 0.561 -1.614
H 1.148 -1.284 -0.938
H 0.270 -2.294 0.156
H -0.477 1.939 -2.422
H 0.486 0.606 -2.002
H 2.743 -1.262 0.701
*
```

5.
# C5H10N2O

A cluster of 2 separate species, C5H10N2O in total at a distorted geometry (the ωB97M-V functional and the def2-TZVPD basis, the OMol25 dataset).

For the total energy, the calculation gives -381.1943 Eh. The HOMO energy comes out at -0.335 Ha. The value obtained for the largest force on an atom is 3.71 eV/A. The SMILES is C=CN=C.CNC=O. For the energy above the lowest of the compared OMol25 structures with the same formula, charge and spin, the calculation gives 57.2 kcal/mol.

```
! RIJCOSX wB97M-V def2-TZVPD def2/J DEFGRID3
* xyz 0 1
C -1.893 0.074 -2.301
C -2.085 -0.211 -3.604
C -0.641 -1.683 -1.544
N -0.801 -0.382 -1.549
H -2.561 0.736 -1.738
H -1.251 -0.683 -4.160
H -2.957 0.090 -4.175
H 0.254 -2.042 -0.941
H -1.339 -2.368 -1.985
C 0.672 0.699 2.936
N 1.798 -0.033 2.494
C 2.306 0.268 1.117
O 0.086 1.452 2.161
H 0.296 0.434 3.961
H 2.329 -0.681 3.097
H 1.724 -0.389 0.409
H 3.376 -0.044 1.103
H 2.298 1.353 0.907
*
```

6.
# C17H56CoN8O14

A structure of composition C17H56CoN8O14 at a distorted geometry (the ωB97M-V functional and the def2-TZVPD basis, the OMol25 dataset).

For the total energy, the calculation gives -3555.4699 Eh. The HOMO energy (spin up / spin down) comes out at -0.283 / -0.279 Ha. The value obtained for the largest force on an atom is 5.88 eV/A.

```
! RIJCOSX wB97M-V def2-TZVPD def2/J DEFGRID3
* xyz 0 4
Co 7.844 4.816 16.299
O 8.197 2.764 16.950
C 7.662 1.997 15.848
C 6.479 2.632 15.052
O 6.439 4.012 14.838
H 7.523 0.940 16.079
H 8.463 1.918 15.113
H 5.632 2.475 15.720
H 6.189 2.010 14.205
C 12.555 8.109 14.630
O 12.306 8.714 15.916
C 10.907 8.539 16.365
C 9.956 9.478 15.719
N 8.609 9.192 16.314
C 7.532 10.080 16.001
C 7.166 9.995 14.516
O 6.315 8.849 14.255
C 5.919 8.838 12.883
H 12.445 7.025 14.599
H 13.640 8.184 14.550
H 12.144 8.551 13.722
H 10.949 8.772 17.429
H 10.562 7.526 16.156
H 9.926 9.363 14.636
H 10.206 10.535 15.818
H 8.673 9.416 17.297
H 7.821 11.079 16.326
H 6.732 9.706 16.640
H 8.037 10.115 13.872
H 6.558 10.885 14.356
H 6.741 8.974 12.179
H 5.203 9.645 12.730
H 5.468 7.861 12.713
C 10.787 5.452 18.014
O 9.421 5.602 17.674
C 8.807 6.209 18.860
C 7.348 6.665 18.475
N 6.617 5.537 17.908
C 5.319 5.847 17.398
C 4.378 6.322 18.517
O 3.757 5.242 19.296
C 2.807 5.723 20.251
H 11.286 4.815 17.283
H 10.932 4.836 18.901
H 11.284 6.410 18.171
H 9.345 7.007 19.372
H 8.688 5.423 19.605
H 7.285 7.565 17.863
H 6.809 6.939 19.381
H 6.384 4.963 18.706
H 5.004 4.932 16.896
H 5.245 6.600 16.614
H 3.589 6.794 17.931
H 4.716 7.119 19.178
H 3.164 6.438 20.993
H 2.476 4.897 20.881
H 1.919 6.082 19.730
C 11.399 1.214 17.901
O 12.503 0.834 18.249
N 10.301 0.944 18.538
N 11.206 1.955 16.825
H 9.479 1.346 18.111
H 10.238 0.363 19.362
H 11.985 2.280 16.271
H 10.220 2.085 16.647
C 3.080 4.685 13.302
O 1.966 4.968 12.977
N 3.311 3.758 14.172
N 4.204 5.155 12.901
H 4.274 3.608 14.439
H 2.606 3.410 14.806
H 5.022 4.690 13.269
H 4.313 5.799 12.131
C 9.445 2.535 12.056
O 10.084 2.842 13.070
N 10.017 2.175 10.937
N 8.154 2.453 11.953
H 11.018 2.125 10.814
H 9.427 2.196 10.117
H 7.536 2.850 12.646
H 7.823 2.208 11.030
O 9.403 4.790 14.798
H 9.963 5.419 14.343
H 9.567 3.958 14.355
O 7.488 3.025 19.696
H 7.894 2.856 18.845
H 8.225 3.163 20.290
O 9.987 6.603 12.574
H 10.336 6.334 11.724
H 9.770 7.529 12.462
O 7.568 6.906 15.412
H 6.884 7.125 14.780
H 8.028 7.732 15.565
O 7.383 5.671 12.383
H 7.241 5.206 13.208
H 8.267 6.028 12.458
*
```

7.
# C4H9NO2S

An isolated molecule of C4H9NO2S at a distorted geometry (the ωB97M-V functional and the def2-TZVPD basis, the OMol25 dataset).

For the total energy, the calculation gives -761.1483 Eh. The HOMO energy comes out at -0.367 Ha. The value obtained for the largest force on an atom is 1.69 eV/A. For the energy above the lowest of the compared OMol25 structures with the same formula, charge and spin, the calculation gives 72.3 kcal/mol.

```
! RIJCOSX wB97M-V def2-TZVPD def2/J DEFGRID3
* xyz 0 1
C -0.338 0.403 1.008
C 0.444 -0.566 0.459
C 1.872 -0.314 0.154
C -0.142 -1.838 -0.029
N -1.887 2.387 -0.237
O -1.322 0.320 -1.627
O 0.416 1.992 -1.102
S -0.863 1.419 -0.816
H -1.341 0.165 1.327
H 0.105 1.273 1.466
H 2.435 -1.242 0.076
H 2.333 0.338 0.893
H 1.924 0.204 -0.806
H -1.180 -1.944 0.272
H 0.433 -2.691 0.337
H -0.101 -1.849 -1.121
H -2.788 1.942 -0.254
*
```

8.
# C26H53N4O6PtS5

A structure of composition C26H53N4O6PtS5 at a distorted geometry (the ωB97M-V functional and the def2-TZVPD basis, the OMol25 dataset).

For the total energy, the calculation gives -3802.7041 Eh. The HOMO energy (spin up / spin down) comes out at -0.360 / -0.360 Ha. The value obtained for the largest force on an atom is 1.66 eV/A.

```
! RIJCOSX wB97M-V def2-TZVPD def2/J DEFGRID3
* xyz 1 3
Pt 2.044 -2.269 1.309
C -0.544 0.567 0.128
C 0.973 0.494 0.021
O 1.440 -0.809 -0.023
H -0.957 1.577 0.158
H -0.886 0.121 1.071
H -1.027 -0.013 -0.663
H 1.383 0.989 0.928
H 1.295 1.076 -0.853
C -4.346 -0.622 -0.268
S -4.049 0.302 -1.797
O -3.219 -0.638 -2.625
C -5.713 0.073 -2.449
H -5.277 -0.226 0.140
H -3.517 -0.476 0.417
H -4.533 -1.655 -0.555
H -5.806 0.692 -3.338
H -6.469 0.387 -1.730
H -5.822 -0.990 -2.653
C -0.036 -0.172 4.283
S -0.589 -1.762 3.765
O 0.180 -2.076 2.502
C 0.205 -2.656 5.081
H 0.976 -0.200 4.685
H -0.682 0.185 5.095
H -0.096 0.596 3.518
H -0.074 -3.706 5.024
H -0.143 -2.244 6.029
H 1.285 -2.553 4.986
C 4.699 0.362 1.686
S 4.054 -0.303 3.216
O 2.706 -0.923 2.837
C 5.173 -1.662 3.402
H 5.247 -0.375 1.108
H 5.328 1.219 1.928
H 3.821 0.750 1.167
H 5.178 -2.319 2.531
H 4.930 -2.204 4.311
H 6.182 -1.243 3.468
C -1.156 -2.674 -0.573
S -0.281 -4.198 -0.341
O 0.998 -3.892 0.422
C -1.326 -4.891 0.917
H -2.188 -2.862 -0.867
H -0.656 -2.135 -1.373
H -1.099 -2.098 0.349
H -2.350 -4.980 0.551
H -1.352 -4.164 1.729
H -0.928 -5.848 1.234
C -0.034 3.574 3.767
S -0.117 3.735 5.559
O -0.728 2.492 6.072
C 1.636 3.572 5.871
H 0.661 2.774 3.514
H 0.239 4.530 3.321
H -1.029 3.313 3.407
H 2.106 4.481 5.477
H 2.084 2.712 5.377
H 1.768 3.586 6.949
C 4.266 -0.266 -1.788
C 4.238 0.279 -3.151
N 4.210 0.701 -4.216
H 5.168 -0.887 -1.747
H 3.462 -0.980 -1.642
H 4.295 0.534 -1.059
N 1.512 -2.291 -2.670
C 2.107 -3.523 -2.777
C 2.025 -3.906 -4.089
C 1.354 -2.874 -4.793
C 1.042 -1.896 -3.895
H 1.433 -1.776 -1.802
H 2.559 -4.019 -1.935
H 2.520 -4.768 -4.505
H 1.192 -2.754 -5.851
H 0.491 -0.975 -3.993
N -3.078 3.397 -2.318
C -4.307 3.840 -1.941
C -4.174 4.422 -0.702
C -2.811 4.311 -0.332
C -2.157 3.704 -1.371
H -2.878 2.939 -3.196
H -5.111 3.818 -2.658
H -4.967 4.831 -0.097
H -2.351 4.646 0.579
H -1.121 3.461 -1.539
N -1.179 0.999 -3.652
C 0.060 1.538 -3.837
C 0.028 2.250 -5.010
C -1.247 2.049 -5.598
C -1.971 1.275 -4.735
H -1.435 0.309 -2.962
H 0.837 1.399 -3.104
H 0.843 2.820 -5.422
H -1.511 2.339 -6.601
H -2.901 0.736 -4.798
*
```